{"formula": "C18H23IIrN4OS2Si", "method": "ωB97M-V/def2-TZVPD", "symbols": ["Ir", "C", "Si", "C", "C", "H", "H", "H", "H", "H", "H", "H", "H", "H", "O", "S", "N", "N", "S", "C", "C", "C", "C", "C", "C", "C", "C", "C", "C", "C", "C", "H", "H", "H", "H", "H", "H", "H", "H", "H", "H", "H", "I", "C", "C", "N", "N", "C", "H", "H", "H"], "positions_angstrom": [[-0.584, 0.114, -1.701], [-3.219, -1.549, -2.824], [-1.489, -2.013, -2.366], [-0.524, -2.668, -3.805], [-1.428, -3.187, -0.933], [-3.703, -2.477, -3.151], [-3.269, -0.837, -3.649], [-3.798, -1.151, -1.989], [-1.073, -3.546, -4.163], [0.482, -3.006, -3.550], [-0.450, -1.966, -4.636], [-1.901, -4.113, -1.276], [-1.990, -2.827, -0.070], [-0.416, -3.436, -0.607], [-3.151, 2.863, -3.367], [-1.794, 2.542, -3.705], [-1.034, 1.619, -2.798], [-0.567, -0.188, 0.207], [0.718, 0.217, 1.175], [0.696, 1.969, 1.374], [1.854, 2.646, 1.011], [1.874, 4.031, 1.109], [0.745, 4.706, 1.548], [-0.409, 4.011, 1.910], [-0.441, 2.633, 1.830], [0.188, -0.405, 2.757], [-0.576, -1.564, 2.820], [-0.937, -2.050, 4.068], [-0.516, -1.397, 5.218], [0.278, -0.261, 5.134], [0.639, 0.249, 3.897], [-1.465, -0.147, 0.686], [2.729, 2.101, 0.674], [2.770, 4.577, 0.849], [0.759, 5.786, 1.612], [-1.277, 4.550, 2.264], [-1.327, 2.087, 2.132], [-0.872, -2.092, 1.923], [-1.538, -2.946, 4.139], [-0.803, -1.780, 6.188], [0.618, 0.234, 6.033], [1.252, 1.139, 3.832], [5.174, 1.249, -2.965], [3.459, 0.260, -2.437], [3.301, -1.096, -2.214], [2.019, -1.309, -1.887], [1.332, -0.148, -1.877], [2.201, 0.816, -2.223], [4.011, -1.905, -2.262], [1.568, -2.177, -1.643], [1.883, 1.843, -2.293]], "forces_ev_per_angstrom": [[-0.106, 1.872, 0.254], [-0.079, 0.196, 0.059], [-0.159, -0.185, -0.305], [0.116, 0.085, -0.064], [0.071, 0.026, 0.156], [-0.046, 0.016, 0.001], [0.010, -0.040, -0.011], [-0.017, -0.028, -0.015], [0.016, -0.004, -0.027], [-0.012, -0.026, -0.026], [-0.024, -0.003, 0.019], [0.028, -0.025, 0.037], [-0.023, -0.012, -0.040], [-0.014, -0.030, 0.000], [0.061, -0.046, 0.159], [-0.080, 0.226, -0.288], [-0.426, -0.853, -0.389], [-0.349, -0.574, 0.322], [0.044, -0.009, 0.016], [-0.052, 0.017, 0.009], [0.026, -0.001, -0.001], [0.018, -0.027, -0.008], [-0.026, -0.006, 0.000], [0.004, 0.020, -0.005], [0.018, 0.015, 0.016], [-0.004, 0.052, 0.033], [0.061, -0.013, -0.001], [0.017, -0.007, -0.024], [0.007, 0.004, 0.016], [0.013, -0.014, 0.029], [-0.032, -0.012, -0.003], [0.107, -0.088, 0.161], [-0.006, 0.006, 0.009], [-0.010, 0.000, -0.012], [0.006, -0.006, 0.025], [0.003, 0.003, -0.012], [0.012, -0.008, -0.006], [-0.020, 0.018, 0.008], [-0.005, 0.008, 0.001], [0.010, -0.004, -0.003], [-0.016, 0.005, -0.002], [-0.023, 0.002, 0.000], [0.092, 0.054, -0.031], [-0.049, -0.046, 0.046], [0.039, -0.026, 0.033], [0.051, 0.115, 0.055], [0.870, -0.551, -0.251], [-0.051, -0.100, 0.118], [-0.013, 0.000, 0.002], [-0.024, 0.010, -0.008], [-0.035, -0.004, -0.051]], "total_energy_ev": -67517.217, "gap_ev": [7.28, 6.69], "total_charge": 2, "multiplicity": 2}